The following is a quantum chemistry calculation of 2 unconnected molecules or ions with the total composition C27H41FN3O8P, from the OMol25 dataset.

The geometry in XYZ format:
```
81
C27H41FN3O8P wB97M-V/def2-TZVPD
P -0.441 1.500 -1.963
F 0.461 -4.049 -4.605
O 1.144 1.646 -2.469
O 2.500 0.761 -0.141
O -2.038 2.026 -0.144
O -2.600 3.496 3.552
O -0.965 -0.080 -1.990
O -0.672 2.038 -0.372
O -1.301 2.335 -2.848
O 0.087 -5.349 0.386
N -1.672 -3.808 0.544
N 4.717 1.140 -0.595
N -4.168 1.563 2.673
C -2.315 -0.170 -2.537
C -3.774 4.072 2.945
C 5.164 0.921 3.225
C 0.756 -3.430 1.616
C 2.713 -3.416 -4.876
C -2.344 1.134 0.936
C -3.893 1.113 1.280
C -2.300 -3.400 1.822
C -2.967 -2.154 -0.924
C 1.680 2.950 -2.156
C 1.252 -2.185 -3.404
C 5.219 -0.533 3.475
C 2.298 -1.330 -3.079
C -4.825 2.889 2.691
C 3.299 1.524 -0.627
C 4.981 -0.907 0.955
C -1.569 -2.681 -0.413
C 5.146 -1.445 2.319
C 2.975 2.916 -1.249
C 5.005 1.472 1.871
C -2.901 -1.616 -2.410
C 1.473 -3.219 -4.296
C -0.308 -4.286 0.798
C 3.548 -1.514 -3.659
C 3.755 -2.555 -4.559
C 4.915 0.527 0.741
C -4.388 5.173 3.905
H -1.013 -1.819 0.052
H -1.690 -2.607 2.341
H -4.229 0.034 1.243
H -5.537 2.903 3.570
H -2.240 0.086 -3.632
H -1.822 1.409 1.900
H -3.028 0.565 -2.064
H -2.308 -2.355 -3.017
H 4.898 -1.613 0.089
H 2.135 -0.522 -2.379
H -3.942 -1.629 -2.846
H -3.529 4.496 1.926
H -1.935 3.485 2.846
H -2.016 0.075 0.705
H -3.430 -1.389 -0.251
H 0.749 -3.686 2.706
H 5.208 1.647 4.075
H -5.282 5.621 3.404
H -3.343 -3.006 1.650
H -4.507 1.657 0.508
H -4.662 4.660 4.870
H -5.444 3.115 1.778
H -3.661 -3.045 -0.945
H 3.828 3.341 -1.853
H 4.729 -2.694 -5.013
H -3.608 5.945 4.118
H -4.858 0.912 3.055
H 5.314 -0.896 4.526
H 2.856 -4.237 -5.568
H 1.758 -3.696 1.197
H 4.956 2.578 1.697
H -0.988 -3.050 -1.307
H 0.903 3.650 -1.732
H 5.287 1.996 -0.619
H 2.811 3.653 -0.409
H 5.191 -2.545 2.523
H 0.269 -2.051 -2.970
H 1.967 3.417 -3.143
H 4.364 -0.845 -3.410
H 0.591 -2.322 1.486
H -2.391 -4.308 2.475
```

The largest force on an atom comes out at 3.3 eV/A. For the energy above the lowest of the compared OMol25 structures with the same formula, charge and spin, the calculation gives 0.00 kJ/mol. The calculation puts the LUMO energy at 0.4 eV. The total energy is -2260.68421 Ha. As for the SMILES: CC(=O)N(C)CCCCO[P@](=O)(OCCC(=O)Nc1ccccc1)OOCCNC[C@@H](C)O.Fc1ccccc1.



The following is a quantum chemistry calculation of C25H31N3O4 in the gas phase, from the OMol25 dataset.

The geometry in XYZ format:
```
63
C25H31N3O4 wB97M-V/def2-TZVPD
O -0.232 -4.727 -0.870
O -1.474 -6.864 5.597
O 0.690 1.505 -0.270
O -2.664 -5.844 4.008
N 0.292 4.631 -3.087
N 2.740 7.091 -2.474
N -0.834 -4.519 1.290
C -0.655 -0.414 -0.983
C 0.076 2.384 -1.201
C 2.849 8.405 -2.373
C 0.846 -1.940 0.781
C -0.411 -4.018 0.106
C 1.957 9.292 -2.952
C 0.895 8.769 -3.676
C -3.852 -6.309 4.634
C -0.272 -4.178 3.640
C -0.171 -2.543 0.045
C -1.171 -3.766 2.471
C 1.105 -0.594 0.642
C -0.060 -6.446 2.554
C 0.778 7.396 -3.792
C -0.199 4.819 -1.735
C -0.274 -5.695 3.879
C -1.515 -6.197 4.597
C 0.639 2.202 -2.613
C 0.359 3.808 -0.724
C 0.049 3.276 -3.536
C 0.355 0.191 -0.239
C 1.658 5.091 -3.275
C 1.730 6.590 -3.171
C -0.902 -1.768 -0.843
C -0.997 -5.946 1.457
H -0.201 -7.517 2.705
H 1.892 -0.118 1.204
H 0.754 -3.878 3.417
H 2.086 10.357 -2.839
H -1.676 -2.234 -1.434
H 0.048 5.834 -1.417
H -1.254 0.152 -1.678
H 1.969 4.801 -4.285
H 0.971 -6.282 2.233
H -1.290 4.728 -1.770
H -0.587 -3.656 4.544
H -1.062 -2.698 2.274
H 0.173 9.423 -4.144
H -4.679 -5.939 4.033
H 1.436 3.935 -0.616
H 0.552 -5.944 4.554
H -0.029 6.936 -4.338
H -0.097 3.968 0.253
H 0.405 1.209 -2.998
H 3.693 8.756 -1.794
H -0.757 -6.420 0.503
H -1.037 3.143 -3.590
H -3.917 -5.926 5.654
H 2.380 4.665 -2.564
H -3.860 -7.400 4.669
H -2.038 -6.162 1.716
H -1.013 2.223 -1.209
H 0.453 3.164 -4.545
H 1.726 2.298 -2.570
H -2.216 -3.971 2.726
H 1.451 -2.533 1.451
```

The largest force on an atom comes out at 0.6 eV/A. For the energy above the lowest of the compared OMol25 structures with the same formula, charge and spin, the calculation gives 228.70 kJ/mol. The calculation puts the LUMO energy at 0.7 eV. The total energy is -1436.50188 Ha. As for the SMILES: COC(=O)C1CCN(C(=O)c2ccc(OC3CCN(Cc4ccccn4)CC3)cc2)CC1.



The following is a quantum chemistry calculation of a molecular structure, C2H6O2Y, from the OMol25 dataset.

The geometry in XYZ format:
```
11
C2H6O2Y wB97M-V/def2-TZVPD
Y -1.498 0.338 -1.727
O 0.032 -0.224 1.411
O -2.211 0.921 0.344
C 0.402 -0.651 0.223
C 1.651 -0.101 -0.392
H 2.033 0.765 0.164
H 0.118 -1.676 -0.086
H 1.428 0.207 -1.426
H 2.413 -0.896 -0.460
H -3.104 0.804 0.676
H -1.263 0.514 1.273
```

The largest force on an atom comes out at 2.8 eV/A. For the energy above the lowest of the compared OMol25 structures with the same formula, charge and spin, the calculation gives 286.64 kJ/mol. The calculation puts the LUMO energy (spin up / spin down) at -5.9 / -5.1 eV. The total energy is -268.20135 Ha. Its total charge is +1.



The following is a quantum chemistry calculation of 2 unconnected molecules or ions with the total composition F2HNOS, from the OMol25 dataset.

The geometry in XYZ format:
```
6
F2HNOS wB97M-V/def2-TZVPD
S -0.617 -0.126 -0.354
F -1.016 -1.518 -1.143
F -1.518 -0.639 0.991
O -1.293 0.981 -1.042
N 2.049 0.410 0.416
H 2.395 0.892 1.132
```

The largest force on an atom comes out at 5.8 eV/A. For the energy above the lowest of the compared OMol25 structures with the same formula, charge and spin, the calculation gives 350.21 kJ/mol. The calculation puts the LUMO energy (spin up / spin down) at -2.0 / -2.0 eV. The total energy is -728.32660 Ha.